DFT (ωB97M-V/def2-TZVPD) results for a 7-piece molecular cluster, C26H47IN8O6 overall.

Calculated values
Frontier orbital gap, eV: 8.5
LUMO level, eV: -0.18

Atoms and positions in Å:
I1 -7.240 -2.020 -2.569
C1 -6.159 -1.997 -0.766
C2 -6.505 -2.925 0.243
N1 -5.878 -3.008 1.377
C3 -4.865 -2.103 1.541
C4 -4.124 -2.107 2.742
C5 -3.091 -1.228 2.945
C6 -2.780 -0.280 1.947
C7 -3.487 -0.250 0.774
C8 -4.535 -1.167 0.550
N2 -5.205 -1.135 -0.645
H1 -7.328 -3.600 0.062
H2 -4.362 -2.828 3.507
H3 -2.505 -1.245 3.848
H4 -1.963 0.408 2.101
H5 -3.256 0.470 0.006
C9 2.524 -1.251 2.246
C10 1.270 -0.539 1.824
O1 0.590 0.095 2.626
N3 0.909 -0.607 0.521
C11 1.587 -1.294 -0.561
H6 2.663 -1.090 3.311
H7 2.455 -2.325 2.065
H8 3.384 -0.838 1.724
H9 0.060 -0.107 0.310
H10 1.867 -0.580 -1.336
H11 0.923 -2.041 -1.000
H12 2.483 -1.788 -0.202
C12 -3.004 0.633 -5.181
C13 -3.640 -0.087 -4.016
O2 -4.153 -1.190 -4.123
N4 -3.641 0.533 -2.805
C14 -3.093 1.830 -2.462
H13 -3.086 0.015 -6.065
H14 -3.510 1.579 -5.372
H15 -1.948 0.821 -4.987
H16 -4.097 -0.005 -2.078
H17 -2.333 1.722 -1.684
H18 -3.883 2.480 -2.082
H19 -2.639 2.301 -3.327
C15 5.263 2.745 3.866
C16 4.166 1.875 3.301
O3 4.333 1.173 2.312
N5 2.959 1.889 3.927
C17 2.573 2.644 5.102
H20 6.155 2.623 3.266
H21 4.962 3.794 3.845
H22 5.497 2.455 4.889
H23 2.260 1.294 3.498
H24 2.255 1.963 5.893
H25 1.739 3.306 4.860
H26 3.401 3.242 5.467
C18 -3.130 -0.780 -9.214
C19 -2.898 0.712 -9.159
O4 -2.363 1.249 -8.203
N6 -3.311 1.449 -10.224
C20 -3.961 0.991 -11.437
H27 -2.750 -1.224 -8.299
H28 -4.195 -1.001 -9.293
H29 -2.606 -1.220 -10.062
H30 -3.127 2.435 -10.125
H31 -3.354 1.251 -12.306
H32 -4.937 1.469 -11.541
H33 -4.101 -0.084 -11.419
C21 9.253 4.833 3.376
C22 8.657 4.227 4.624
O5 8.159 3.114 4.627
N7 8.692 4.973 5.761
C23 9.237 6.306 5.946
H34 9.147 4.121 2.564
H35 8.731 5.753 3.107
H36 10.312 5.048 3.519
H37 8.281 4.512 6.557
H38 10.027 6.283 6.698
H39 8.453 6.984 6.288
H40 9.648 6.688 5.019
C24 -0.980 -6.124 3.590
C25 -2.265 -5.414 3.234
O6 -2.941 -4.836 4.068
N8 -2.655 -5.434 1.932
C26 -1.993 -6.057 0.802
H41 -0.811 -6.014 4.656
H42 -1.047 -7.186 3.351
H43 -0.137 -5.686 3.054
H44 -3.520 -4.942 1.765
H45 -1.749 -5.302 0.052
H46 -2.653 -6.796 0.345
H47 -1.078 -6.550 1.112

Atomic forces in eV per Å
I 0.048 -0.026 0.217
C 0.075 0.467 -0.667
C -0.353 -0.502 0.174
N 0.192 0.375 -0.294
C 0.182 -0.079 0.504
C 0.333 0.038 0.475
C -0.333 0.024 -0.550
C -0.077 -0.064 -0.214
C 0.118 -0.039 0.267
C 0.095 0.217 -0.314
N -0.046 -0.141 0.330
H -0.102 -0.147 0.009
H -0.109 -0.207 -0.004
H 0.011 -0.095 0.196
H 0.111 0.070 0.081
H -0.004 0.080 -0.111
C 0.028 -0.231 0.020
C -0.024 -0.019 -0.034
O 0.024 0.157 0.029
N 0.066 -0.067 0.130
C -0.292 0.167 -0.016
H 0.002 0.022 0.014
H -0.026 0.025 -0.073
H 0.046 -0.042 0.011
H -0.015 -0.008 -0.033
H 0.087 -0.067 -0.026
H 0.086 -0.051 -0.035
H 0.017 0.017 0.041
C -0.098 -0.132 0.148
C -0.047 0.086 0.249
O 0.044 -0.181 -0.249
N 0.201 0.104 -0.155
C -0.231 -0.306 0.095
H -0.013 -0.030 -0.006
H 0.105 0.056 -0.023
H -0.005 0.112 -0.047
H -0.145 0.018 -0.009
H 0.077 0.135 -0.039
H 0.069 0.106 -0.011
H 0.016 0.004 -0.022
C -0.178 -0.094 -0.144
C -0.257 0.000 0.052
O 0.157 0.118 -0.083
N 0.219 0.021 -0.045
C -0.157 -0.219 -0.217
H 0.023 -0.071 -0.026
H 0.018 0.002 0.113
H 0.040 0.100 0.035
H -0.121 0.052 0.062
H 0.012 0.081 0.077
H 0.018 0.062 0.093
H 0.027 0.001 -0.007
C 0.025 0.018 0.045
C 0.042 0.054 0.070
O 0.008 -0.015 -0.068
N -0.031 -0.158 -0.020
C 0.103 0.341 0.117
H 0.018 0.053 0.026
H 0.015 -0.053 -0.073
H -0.081 -0.038 -0.033
H -0.003 0.015 -0.009
H -0.049 -0.090 -0.062
H -0.039 -0.092 -0.067
H 0.008 -0.018 0.024
C -0.019 -0.042 -0.020
C -0.026 -0.106 0.020
O 0.121 0.072 0.030
N 0.050 0.086 -0.132
C -0.166 -0.242 0.237
H -0.032 -0.050 0.041
H 0.083 0.049 0.002
H -0.013 0.093 -0.024
H 0.006 -0.001 0.020
H 0.050 0.099 -0.048
H 0.060 0.094 -0.045
H 0.000 -0.016 -0.028
C -0.017 0.021 0.044
C -0.120 0.097 -0.076
O 0.052 -0.025 0.162
N 0.132 -0.084 0.030
C -0.308 0.204 0.030
H -0.059 0.040 0.013
H 0.078 0.007 -0.058
H 0.021 -0.084 -0.039
H -0.015 -0.001 -0.015
H 0.082 -0.068 -0.044
H 0.094 -0.056 -0.047
H 0.012 -0.002 0.031

Atom charges from the Löwdin analysis, given in e for atoms 1 to 5: atom 1 (I): 0.8870, atom 2 (C): -0.7528, atom 3 (C): -0.1926, atom 4 (N): 0.1447, atom 5 (C): -0.2229

DFT (ωB97M-V/def2-TZVPD) results for C26H47O2PbSi2 as an isolated structure.

Calculated values
Energy above the lowest of the compared OMol25 structures with the same formula, charge and spin, kcal per mole: 16.3
Frontier orbital gap (alpha / beta), eV: 6.7 / 6.3
LUMO level (alpha / beta), eV: -3.88 / -4.15
Charge: +1

Atoms and positions in Å:
O1 -0.461 1.000 -4.689
C1 -0.929 2.323 -5.026
C2 -1.277 2.033 -6.463
H1 -0.151 3.088 -4.844
H2 -1.873 2.522 -4.480
C3 -0.736 0.648 -6.172
H3 -0.641 2.562 -7.170
H4 -2.318 2.012 -6.742
C4 0.369 0.543 -7.177
H5 1.251 1.178 -7.066
H6 -0.063 0.846 -8.142
H7 0.696 -0.490 -7.314
C5 -1.619 -0.552 -6.256
H8 -2.604 -0.284 -5.886
H9 -1.189 -1.394 -5.685
H10 -1.717 -0.822 -7.310
Pb1 -1.200 1.479 -2.320
C6 -2.330 -0.076 0.033
C7 -3.054 1.149 0.118
C8 -3.675 1.395 -1.152
H11 -3.149 1.754 1.033
C9 -3.329 0.291 -2.036
C10 -2.454 -0.587 -1.283
H12 -2.013 -1.532 -1.623
H13 -1.785 -0.590 0.849
H14 -4.388 2.177 -1.443
H15 -3.765 0.024 -3.007
C11 1.505 -3.334 1.273
C12 0.390 -3.322 0.373
C13 0.655 -2.319 -0.626
H16 -0.508 -3.957 0.435
C14 1.897 -1.688 -0.309
C15 2.451 -2.350 0.828
H17 3.424 -2.082 1.244
H18 1.626 -3.980 2.158
H19 0.140 -2.065 -1.555
H20 2.340 -0.865 -0.874
O2 3.123 -0.401 -5.572
C16 2.671 -1.473 -4.715
C17 1.924 -0.886 -3.513
H21 3.543 -2.099 -4.397
H22 1.937 -2.107 -5.233
C18 2.578 0.502 -3.329
H23 2.051 -1.600 -2.693
H24 0.831 -0.841 -3.724
C19 3.558 0.573 -4.536
H25 3.174 0.617 -2.431
H26 1.859 1.316 -3.201
H27 4.526 0.135 -4.153
H28 3.828 1.571 -4.973
C20 -1.328 1.431 3.601
Si1 0.514 1.412 3.030
C21 1.538 2.245 4.343
C22 1.083 -0.410 3.120
C23 0.760 2.095 1.327
Si2 0.850 3.877 1.026
C24 2.314 4.631 1.912
C25 1.070 4.487 -0.768
C26 -0.753 4.699 1.688
H29 -1.390 1.331 4.701
H30 -1.918 0.606 3.162
H31 -1.825 2.378 3.327
H32 1.705 1.562 5.184
H33 2.520 2.514 3.952
H34 1.086 3.155 4.741
H35 0.329 -1.114 2.728
H36 1.994 -0.519 2.510
H37 1.334 -0.705 4.156
H38 0.561 1.378 0.486
H39 3.220 4.073 1.654
H40 2.470 5.668 1.589
H41 2.232 4.625 3.001
H42 0.139 4.544 -1.354
H43 1.486 5.509 -0.746
H44 1.805 3.873 -1.311
H45 -1.662 4.281 1.227
H46 -0.847 4.575 2.778
H47 -0.732 5.779 1.470

Atomic forces in eV per Å
O 0.102 0.087 -1.708
C -0.589 1.249 0.609
C -0.040 0.034 0.656
H -0.506 -0.233 -0.003
H 0.324 0.479 0.129
C 0.408 -0.140 -0.917
H -0.469 0.102 0.012
H -0.350 0.472 0.007
C 1.558 -1.333 -0.438
H -0.161 -0.029 0.467
H -0.103 -0.221 0.276
H 0.354 0.074 0.138
C -0.258 0.052 0.246
H -0.253 -0.317 0.219
H -0.218 0.328 -0.307
H -0.039 -0.176 0.153
Pb -0.384 -0.737 1.605
C 0.310 0.394 -0.144
C -0.008 -0.053 -0.588
C 0.266 -0.634 -0.159
H 0.056 -0.284 -0.703
C 0.309 -0.074 0.306
C -0.020 -0.037 -0.207
H -0.488 0.478 0.102
H -0.332 0.590 -0.645
H 0.454 -0.301 0.412
H 0.105 0.327 0.524
C -2.552 -0.999 -0.994
C 1.572 -0.803 2.228
C 2.074 1.354 0.006
H 0.679 0.375 -0.016
C -0.590 -0.620 0.141
C -0.315 1.346 -1.363
H -0.424 -0.354 0.049
H -0.148 0.425 -0.698
H -0.203 -0.362 0.542
H -0.046 -0.466 0.413
O -0.543 0.862 2.309
C -0.252 -0.553 -0.632
C 0.033 -0.152 -0.106
H -0.565 0.496 -0.191
H 0.636 0.047 -0.402
C 0.084 0.069 -0.275
H 0.031 0.477 -0.075
H 0.717 0.239 0.032
C 1.256 -0.665 -0.486
H 0.236 -0.432 0.302
H -0.151 0.016 -0.726
H -0.714 0.576 -0.299
H -0.735 -0.960 0.208
C 0.085 0.215 -0.296
Si -0.510 -1.525 1.111
C 0.218 0.449 0.064
C -0.009 0.182 -0.251
C -0.621 -1.208 -0.841
Si -0.321 1.964 -0.157
C 0.248 -0.002 0.139
C 0.032 -0.259 -0.104
C 0.181 -0.164 -0.062
H 0.142 0.020 -0.478
H 0.287 0.278 0.122
H 0.129 -0.288 0.150
H -0.167 0.056 -0.167
H 0.073 -0.006 0.040
H 0.000 0.042 -0.007
H 0.303 0.208 0.094
H -0.263 -0.053 0.240
H -0.214 0.192 -0.452
H 0.313 0.537 0.778
H 0.014 0.062 0.026
H -0.103 -0.173 0.057
H -0.053 -0.003 -0.118
H 0.197 -0.116 0.134
H -0.197 -0.328 0.086
H -0.193 0.092 0.018
H 0.250 0.091 0.095
H 0.045 0.045 -0.306
H 0.026 -0.318 0.072

Atom charges from the Löwdin analysis, given in e for atoms 1 to 5: atom 1 (O): -0.2993, atom 2 (C): -0.2778, atom 3 (C): -0.0735, atom 4 (H): 0.1394, atom 5 (H): 0.0688